No. 1
Entry from OMol25: a molecular structure, C48H84Br18Cl13O10P at a distorted geometry (wB97M-V/def2-TZVPD).

XYZ file:
```
174
Properties=species:S:1:pos:R:3:mulliken_charge:R:1
C 7.2596 43.6009 17.3750 0.4745
C 5.8527 43.9595 17.8585 -1.5187
C 4.8032 42.8583 17.7321 0.5779
C 4.4807 42.4792 16.2933 -0.0937
P 3.3078 41.1120 16.0173 0.8348
C 1.6237 41.4919 16.6508 0.4419
C 0.6184 40.5313 16.0243 1.5224
C -0.7560 40.7477 16.6457 0.7005
C -1.8077 39.8239 16.0711 -0.7299
C 3.3023 40.7242 14.2377 -0.2408
C 4.6737 40.2248 13.6968 0.7159
C 4.4633 39.7654 12.2639 -0.3064
C 3.6822 38.4521 12.1076 -0.7193
C 3.9335 39.5312 16.7556 0.3441
C 3.4774 38.1735 16.1486 2.0227
C 3.8099 36.9722 17.0490 0.3650
C 5.2931 36.7492 17.2935 -0.8370
H 7.2076 43.3515 16.3143 -0.7493
H 7.7062 42.7883 17.9491 -0.3395
H 7.9071 44.4696 17.5009 0.5075
H 5.4990 44.8278 17.2944 0.4447
H 5.9169 44.3324 18.8839 0.4345
H 3.8917 43.3244 18.1217 0.4506
H 4.9864 42.0153 18.4000 -0.9553
H 5.3683 42.3041 15.6795 -0.2252
H 3.9553 43.2987 15.7806 0.7610
H 1.4888 42.5247 16.3059 0.1286
H 1.7069 41.4007 17.7354 -0.3898
H 1.0333 39.5431 16.2508 -1.0417
H 0.5675 40.6008 14.9354 -0.1936
H -1.0254 41.7946 16.5367 -0.1701
H -0.5995 40.6350 17.7242 -0.1176
H -2.0409 40.0054 15.0199 -0.2181
H -2.7626 39.9086 16.5919 0.2590
H -1.4693 38.7845 16.0694 0.0862
H 3.0110 41.6519 13.7365 0.7789
H 2.5021 39.9973 14.1066 -0.5186
H 5.0453 39.4378 14.3498 -0.9752
H 5.4889 40.9422 13.6527 -0.1268
H 5.4505 39.5594 11.8323 0.7668
H 4.0329 40.5661 11.6580 -0.4489
H 3.7344 37.8767 13.0346 0.1230
H 3.8481 37.8863 11.1971 0.6595
H 2.6126 38.6947 12.1249 -0.4349
H 3.6934 39.5487 17.8217 0.6985
H 5.0183 39.6145 16.6449 -0.6383
H 3.9459 37.9438 15.1910 -0.8817
H 2.3974 38.1069 16.0002 -1.0848
H 3.2738 36.1402 16.5940 -0.3451
H 3.4135 37.1439 18.0462 -0.1105
H 5.8613 36.5991 16.3674 -0.2372
H 5.4921 35.7931 17.7883 0.5010
H 5.8016 37.4989 17.8998 -0.0386
Cl 1.8908 44.6699 14.6541 -0.6903
O 8.3724 38.2711 21.4679 -0.6548
C 7.5163 39.0325 21.1123 0.2108
O 7.1068 39.0653 19.8366 -0.3122
C 6.2970 40.2110 19.6386 1.9738
C 6.3944 41.1038 20.8495 0.0621
C 6.7532 40.0795 21.9473 -0.4438
H 5.2467 39.9530 19.4636 -1.2853
H 6.6097 40.6004 18.6645 -0.1535
H 5.4056 41.5221 21.0279 -0.4332
H 7.1938 41.8440 20.8256 0.4247
H 5.7992 39.6853 22.3001 0.1676
H 7.3048 40.5249 22.7680 0.4521
O 1.9466 36.0905 11.2442 -0.6114
C 1.0306 36.3543 11.9603 0.3589
O -0.0357 37.1177 11.6110 -0.3601
C -0.8777 37.4308 12.7063 -0.1914
C 0.0371 37.2180 13.9097 0.8823
C 0.8883 36.0534 13.4505 -0.0667
H -1.7380 36.7575 12.7069 0.3199
H -1.1453 38.4816 12.6991 -0.2063
H -0.5189 37.0351 14.8297 0.3395
H 0.6043 38.1467 14.0210 -0.7014
H 0.2580 35.1583 13.4844 0.3705
H 1.8347 35.9110 13.9624 -0.0487
O -7.2486 39.5797 18.0807 -0.5851
C -6.5565 40.5558 18.0255 0.5098
O -6.5914 41.4980 18.9868 -0.3619
C -5.7901 42.6320 18.6346 -0.5578
C -4.9379 42.1433 17.4604 0.1848
C -5.7589 41.0548 16.8139 -0.2829
H -5.1600 42.9475 19.4650 0.3232
H -6.3982 43.4963 18.3636 0.2751
H -3.9949 41.7463 17.8385 -0.0381
H -4.7310 43.0037 16.8232 0.1776
H -5.1158 40.2330 16.5116 0.1184
H -6.4817 41.4412 16.0990 0.3014
O 7.2108 41.3383 16.5609 0.4390
C 8.1269 40.6284 16.2374 -0.2676
O 8.0813 39.9988 15.0534 -0.1601
C 9.2914 39.3335 14.7536 -0.0241
C 9.9978 39.2533 16.1169 -1.0534
C 9.4506 40.4215 16.9355 0.4518
H 9.9090 39.8009 13.9804 0.1386
H 9.2398 38.3277 14.3337 0.0322
H 11.0888 39.2553 16.0411 0.4306
H 9.8724 38.2685 16.5718 0.3026
H 9.9806 41.3652 16.7881 -0.9516
H 9.2855 40.2662 17.9983 0.9763
O 2.8510 41.8640 19.5300 0.2929
C 2.3190 41.8338 20.6026 -0.3225
O 1.3446 40.9591 20.9303 0.1353
C 0.8208 41.1799 22.2546 -0.5239
C 1.2674 42.6157 22.5765 -0.7381
C 2.5192 42.8307 21.7183 -0.7646
H 1.2433 40.4817 22.9757 0.3288
H -0.2653 41.1564 22.2747 0.3118
H 1.4009 42.6967 23.6536 0.3848
H 0.4600 43.2643 22.2373 0.1976
H 3.4202 42.5729 22.2763 0.4076
H 2.5615 43.8316 21.2983 0.3137
C 0.5820 42.5379 11.6547 0.3702
Cl 0.9758 40.7936 11.8881 -0.0607
Cl -0.9106 42.8002 10.7443 -0.1822
H 0.5022 42.9810 12.6454 -0.3161
H 1.3845 43.0436 11.1312 0.0273
C 6.3701 36.5991 13.7044 -0.0651
Cl 6.2449 37.4665 15.2269 0.3245
Cl 7.9891 35.9609 13.3958 -0.1739
H 5.6896 35.7552 13.7195 0.3978
H 6.1566 37.2934 12.8986 -0.2217
C -0.3357 38.2348 19.8673 -0.4089
Cl 0.5412 37.7072 18.3963 0.1816
Cl 0.4299 37.5230 21.3119 -0.1477
H -0.3128 39.3177 19.9151 0.0150
H -1.3514 37.8632 19.7891 0.5293
C -4.8910 39.3279 11.7224 -0.5103
Cl -3.5037 39.4703 12.8056 0.0372
Cl -6.3866 38.9938 12.6509 -0.1643
H -4.9960 40.2255 11.1223 0.3047
H -4.8069 38.4787 11.0519 0.3025
C -2.1838 44.2458 14.2215 0.1438
Cl -2.5926 42.5922 13.7006 -0.0075
Cl -2.2914 45.4367 12.9354 -0.1535
H -2.8039 44.5645 15.0519 0.2835
H -1.1432 44.1392 14.5232 -0.2777
C 0.5144 45.0380 18.3226 0.0463
Cl -0.9678 44.2646 17.7480 -0.0733
Cl 0.7749 44.7093 20.0589 -0.1835
H 1.3041 44.6306 17.6978 -0.3001
H 0.3942 46.1082 18.2087 0.4684
C 5.7157 39.1995 7.1977 -0.4535
Br 5.4744 38.8953 9.1112 0.1878
Br 7.1984 40.4003 6.7765 -0.0244
Br 4.0555 39.9298 6.4320 -0.0390
H 5.7745 38.2508 6.6826 0.4029
C 10.7488 42.6482 18.6892 -0.5071
Br 10.1680 44.1249 19.8382 -0.0387
Br 10.8237 43.1237 16.8002 -0.1341
Br 9.7788 40.9995 19.0261 0.0089
H 11.7854 42.4277 18.9039 0.5975
C 9.1305 43.8256 12.6700 -0.4239
Br 7.7811 43.2336 13.9471 0.2133
Br 8.4700 45.0364 11.2685 -0.0741
Br 10.2335 42.4659 11.8270 -0.0704
H 9.7991 44.4193 13.2779 0.4069
C -0.2303 33.5419 17.5956 -0.3603
Br 1.5361 33.9564 16.8793 0.0030
Br -1.5613 34.1745 16.3202 -0.0497
Br -0.4212 34.2822 19.3898 -0.0479
H -0.2623 32.4623 17.6506 0.4004
C 5.0690 42.7928 10.2992 0.3121
Br 4.6927 43.9453 11.8392 -0.0107
Br 6.3297 43.6125 9.0822 -0.0401
Br 3.4003 42.3813 9.3605 -0.0514
H 5.4774 41.8654 10.6819 -0.1354
C 4.0584 36.2078 21.4915 -0.5703
Br 2.8449 34.8349 20.7895 -0.0392
Br 3.8067 37.9275 20.7012 0.1233
Br 5.9227 35.6499 21.2212 -0.0756
H 3.8361 36.3122 22.5450 0.5865
```

lowest unoccupied orbital energy	-0.0326	Ha

No. 2
Entry from OMol25: 4 unconnected molecules or ions with the total composition C48H86Br2N2O18P4S at a distorted geometry (wB97M-V/def2-TZVPD).

XYZ file:
```
161
Properties=species:S:1:pos:R:3:mulliken_charge:R:1
C 0.8112 -6.2956 -6.6301 -0.6868
C 1.6499 -5.1665 -6.5417 -0.2148
C 1.8252 -4.4374 -5.1433 -1.1127
C 1.7756 -2.8904 -5.4328 0.5063
C 0.4345 -2.3266 -5.5478 1.0018
C 0.1922 -0.8910 -5.7959 0.1190
C 1.3972 -0.0597 -5.9193 -1.1973
C 2.7582 -0.6177 -5.7999 1.7187
C 3.9376 0.4061 -5.9183 -1.7415
O 4.8383 0.4335 -4.8160 -0.1643
C 4.4016 1.2823 -3.7501 -0.2152
C 5.6547 1.4081 -2.7762 -0.4513
O 5.2902 1.5534 -1.4041 -0.3082
C 5.0578 0.2719 -0.8015 0.2276
C 6.3429 -0.3814 -0.1645 -1.0679
C 2.9972 -2.0599 -5.5507 -0.0520
C 4.4029 -2.6995 -5.3791 -1.0727
Br 5.6992 -2.2338 -6.7950 -0.0810
C 4.9927 -2.4965 -3.9132 0.0812
C 3.8509 -2.6183 -2.8230 -1.3710
Br 6.2648 -3.9858 -3.4848 -0.1082
N -1.1338 -0.3369 -5.8977 -0.3020
C -2.0162 -0.7706 -4.8032 0.1948
C -2.7753 0.2744 -4.1136 -0.8674
C -3.6711 -0.1472 -3.0318 -1.1881
C -3.8009 -1.5589 -2.6342 0.3993
C -4.7662 -1.8602 -1.4369 -0.4855
C -6.0267 -2.6863 -1.9283 -0.2576
C -7.0284 -3.1243 -0.7630 -0.9033
C -6.7848 -4.5685 -0.1866 -0.2216
C -6.7765 -5.7110 -1.2639 -0.1737
O -7.8784 -6.6546 -1.1129 -0.3817
C -7.3860 -7.9605 -1.0232 0.7075
C -6.5735 -8.6494 -2.1703 -0.5819
O -7.5794 -8.5561 0.0039 -0.5333
C -3.0295 -2.6358 -3.3166 -0.0584
P -3.1129 -4.4268 -2.8573 0.9513
N -1.6818 -5.0846 -2.7484 -0.7504
O -4.0653 -5.1758 -4.0108 -0.5075
O -3.8422 -4.7112 -1.3811 -0.2856
C -2.1423 -2.1844 -4.4093 0.5504
S -1.0839 -3.3300 -5.3685 -0.1292
H 1.1432 -7.2711 -6.1701 0.2543
H -0.2060 -6.2900 -7.0957 0.2172
H 2.1482 -4.8145 -7.4801 0.3077
H 2.7720 -4.7534 -4.6318 0.3973
H 0.9807 -4.7392 -4.4681 0.2102
H 1.2286 1.0378 -6.0794 0.0949
H 3.4998 1.4362 -6.0899 0.3427
H 4.4844 0.1679 -6.8744 0.4526
H 4.0006 2.2773 -4.0774 0.3290
H 3.5586 0.7429 -3.2180 0.1831
H 6.1787 0.4070 -2.8642 0.1221
H 6.3977 2.1682 -3.1293 0.3031
H 4.6591 -0.4241 -1.5883 -0.2756
H 4.3138 0.4212 0.0230 0.3911
H 6.1775 -1.4822 -0.0179 0.3573
H 7.2795 -0.1994 -0.7589 0.2921
H 6.5148 0.1276 0.8265 0.2417
H 4.2522 -3.8111 -5.4674 0.6902
H 5.5934 -1.5644 -3.8147 0.3461
H 4.2553 -2.6506 -1.7808 0.5100
H 3.0918 -1.7989 -2.8980 0.2307
H 3.2909 -3.5870 -2.9673 0.3924
H -1.1086 0.6813 -5.8288 0.3368
H -2.6946 1.3579 -4.3511 0.2382
H -4.2246 0.6658 -2.5001 0.3340
H -4.1465 -2.4025 -0.6634 -0.0999
H -5.0652 -0.8970 -0.9302 0.5431
H -5.6945 -3.5426 -2.5643 0.1299
H -6.6220 -1.9855 -2.5842 0.3557
H -6.9351 -2.3331 0.0368 0.2744
H -8.0625 -3.0780 -1.1899 0.3581
H -5.7890 -4.5512 0.3434 -0.0913
H -7.5591 -4.7842 0.5916 0.3874
H -5.8300 -6.3025 -1.0893 0.2934
H -6.7309 -5.3590 -2.3261 0.1465
H -6.0295 -7.8842 -2.7937 0.0591
H -7.2018 -9.2650 -2.8573 0.3005
H -5.7737 -9.2883 -1.7031 0.2869
H -0.9553 -4.3874 -2.9226 0.2283
H -4.2219 -6.0972 -3.7125 0.2958
H -3.1230 -4.6013 -0.7245 0.2547
O -5.3751 -2.9087 3.3422 -0.7203
P -4.6938 -2.3655 4.5833 1.3069
O -3.2676 -2.0043 3.8301 -0.4523
C -3.3241 -1.1306 2.7100 -0.2848
C -3.5301 0.3147 3.1322 -0.8647
O -4.3319 -3.8469 5.2360 -0.4004
C -5.2505 -4.9295 5.0546 -0.3924
C -4.7878 -5.8386 3.9291 -0.8986
O -4.1678 -1.6708 6.0148 -0.4886
C -2.8431 -1.8909 6.5141 -0.0687
C -1.9578 -0.6846 6.2589 -1.0714
H -4.1118 -1.4379 2.0181 0.2203
H -2.3761 -1.2279 2.1754 0.3413
H -4.3720 0.4112 3.8237 0.2439
H -3.7135 0.9484 2.2617 0.3371
H -2.6458 0.6969 3.6443 0.2003
H -6.2581 -4.5533 4.8704 0.3158
H -5.2898 -5.4919 5.9901 0.3623
H -4.4353 -5.2739 3.0644 0.1194
H -5.5945 -6.5011 3.6088 0.3623
H -3.9479 -6.4530 4.2615 0.3275
H -2.3924 -2.7941 6.1078 0.2303
H -2.9457 -2.0301 7.5922 0.4079
H -1.6054 -0.6656 5.2265 0.1396
H -1.0735 -0.7188 6.9007 0.4302
H -2.4969 0.2476 6.4404 0.2759
O 5.5449 5.3187 1.6486 -0.7018
P 6.0761 4.4073 2.7422 1.3511
O 6.8568 5.6328 3.5555 -0.4082
C 6.1003 6.7627 3.9754 -0.4039
C 5.2331 6.4461 5.1771 -0.9667
O 7.3239 3.7900 1.8455 -0.4309
C 7.0966 3.5543 0.4506 -0.2077
C 7.6748 4.6864 -0.3809 -1.2531
O 6.5108 3.3605 3.9838 -0.4716
C 7.8234 3.3753 4.5573 -0.0483
C 7.8221 4.0716 5.9060 -1.0806
H 5.4885 7.1427 3.1543 0.3670
H 6.8110 7.5516 4.2324 0.2787
H 4.6387 5.5428 5.0118 0.2210
H 4.5599 7.2786 5.3923 0.4008
H 5.8445 6.2731 6.0639 0.2895
H 6.0336 3.4190 0.2524 0.3341
H 7.5878 2.6157 0.1851 0.3057
H 7.4563 5.6649 0.0494 0.3177
H 7.2840 4.6571 -1.4002 0.3157
H 8.7635 4.6039 -0.4256 0.3370
H 8.5602 3.8217 3.8926 0.2253
H 8.1014 2.3292 4.7026 0.4230
H 7.8214 5.1560 5.7898 0.1165
H 8.7206 3.8087 6.4711 0.4336
H 6.9395 3.8020 6.4899 0.2736
O -0.7015 7.8343 2.7650 -0.7618
P -1.4921 6.7986 1.9913 1.2084
O -2.5533 6.3989 3.1987 -0.3335
C -3.3292 7.4325 3.7978 -0.4302
C -4.4543 7.8940 2.8884 -0.8942
O -0.3766 5.5821 2.1368 -0.3671
C 1.0156 5.8986 2.1500 -0.5385
C 1.5541 5.9075 3.5699 -0.8264
O -2.3067 5.8210 0.8978 -0.4778
C -2.7537 4.5123 1.2629 -0.0123
C -4.2450 4.4987 1.5285 -1.0798
H -2.6963 8.2772 4.0779 0.3795
H -3.7458 7.0280 4.7228 0.2768
H -4.0855 8.1341 1.8872 0.2473
H -4.9452 8.7756 3.3050 0.3828
H -5.2076 7.1126 2.7762 0.2297
H 1.1978 6.8522 1.6520 0.3371
H 1.5335 5.1337 1.5670 0.3630
H 0.8831 6.4125 4.2665 0.3376
H 2.5296 6.3970 3.6067 0.1548
H 1.6650 4.8838 3.9367 0.3123
H -2.2063 4.1115 2.1139 0.2748
H -2.5441 3.8699 0.4044 0.4019
H -4.4728 4.8928 2.5199 0.1336
H -4.6298 3.4755 1.4938 0.3580
H -4.7851 5.1087 0.8012 0.3198
```

lowest unoccupied orbital energy	-0.0608	Ha
SMILES	C=CCc1c2c(cc(COCCOCC)c1[C@@H](Br)[C@@H](C)Br)Nc1ccc(CCCCCOC(C)=O)c(P(=N)(O)O)c1S2.CCOP(=O)(OCC)OCC.CCOP(=O)(OCC)OCC.CCOP(=O)(OCC)OCC

Number 1: DFT total energy -55287.478619 a.u., E_HOMO -7.9513 eV, orbital gap 7.063 eV. Number 2: DFT total energy -10255.743718 a.u., E_HOMO -7.7111 eV, orbital gap 6.057 eV.